Here is C4H6ErO2 as an isolated structure in a non-equilibrium geometry from OMol25. Energies are from wB97M-V/def2-TZVPD.

```
13
Properties=species:S:1:pos:R:3:forces:R:3
C 0.765 0.481 0.417 1.50 0.46 -2.47
C 0.465 -0.470 -0.709 -0.40 0.43 0.85
H 1.117 -0.265 -1.567 -0.02 -0.68 0.20
H 0.326 -1.535 -0.336 0.93 0.68 -0.43
O 0.889 0.850 2.777 -0.62 -2.07 -1.67
C 0.594 0.117 1.701 -0.01 -0.24 4.40
H 1.162 1.468 0.172 -0.13 -0.08 0.05
H 1.837 1.021 2.845 0.71 1.27 0.10
H 0.179 -0.857 1.973 -0.60 0.21 -0.04
C -0.949 -0.236 -1.056 -1.60 -0.25 -1.82
O -1.383 -0.332 -2.218 -0.32 0.36 0.83
Er -3.338 -0.177 -3.767 0.46 -0.11 0.14
H -1.663 -0.065 -0.232 0.10 0.01 -0.13
```
Forces are in eV/Å.

Output
Gap between HOMO and LUMO (spin up / spin down) in eV: 9.66 / 5.58
Charge: +3
2S+1: 4
<S²>: 3.76

=====

Here is C4H6EuO3 as an isolated structure in a non-equilibrium geometry from OMol25. Energies are from wB97M-V/def2-TZVPD.

```
14
Properties=species:S:1:pos:R:3:forces:R:3
H 3.943 -0.730 1.653 -1.57 2.64 0.21
C 4.416 -1.176 0.228 -1.20 -0.94 -3.08
H 4.666 -1.255 -0.841 1.22 0.60 -0.05
H 4.775 -2.077 0.748 -0.29 0.13 0.16
C 3.432 -0.355 0.604 2.57 -2.46 2.83
O -1.298 -1.130 -0.882 0.30 -0.53 -0.27
C -1.798 -0.054 -0.436 0.48 -0.13 0.24
O -1.081 0.741 0.239 0.65 0.24 0.24
Eu 0.918 -0.757 -0.019 -2.20 0.53 -0.18
O -3.062 0.186 -0.682 0.00 -0.29 -0.25
C -3.615 1.426 -0.231 -0.12 0.42 0.22
H -3.565 1.489 0.862 0.00 0.03 -0.28
H -3.075 2.267 -0.681 -0.13 -0.19 0.15
H -4.656 1.425 -0.563 0.29 -0.04 0.07
```
Forces are in eV/Å.

Output
Gap between HOMO and LUMO (spin up / spin down) in eV: 8.47 / 6.22
Charge: +1
2S+1: 9
<S²>: 20.01

=====

Here is one molecule with the formula C4H6F2 in a non-equilibrium geometry from OMol25. Energies are from wB97M-V/def2-TZVPD.

```
12
Properties=species:S:1:pos:R:3:forces:R:3
C -0.660 -0.728 -0.350 0.00 0.05 -0.23
C -0.788 0.775 -0.070 -0.02 0.14 0.30
C 0.761 0.786 0.046 0.07 0.81 1.17
C 0.685 -0.702 0.346 -0.10 -0.20 0.56
H -0.523 -0.959 -1.411 -0.11 0.10 0.03
H -1.249 1.401 -0.830 0.01 -0.06 0.01
H -1.269 0.967 0.907 0.22 -0.21 -0.47
H 1.206 1.434 0.838 -0.27 -0.49 -0.73
H 1.235 0.965 -0.900 0.26 0.13 -0.47
H 0.553 -0.885 1.427 0.20 -0.10 -0.41
F -1.637 -1.548 0.155 -0.11 -0.20 0.10
F 1.687 -1.507 -0.157 -0.15 0.03 0.13
```
Forces are in eV/Å.

Output
Gap between HOMO and LUMO in eV: 12.41
2S+1: 1
Structure (SMILES): F[C@H]1CC[C@@H]1F

=====

Here is one molecule with the formula C4H6F2 in a non-equilibrium geometry from OMol25. Energies are from wB97M-V/def2-TZVPD.

```
12
Properties=species:S:1:pos:R:3:forces:R:3
C 1.039 1.019 0.873 0.51 -1.45 0.38
C -0.075 -0.002 0.602 -0.03 -0.58 0.78
C -0.699 -0.094 -0.753 -0.29 0.88 -0.23
C -0.771 -1.172 -1.516 0.29 0.37 0.06
H 0.784 2.048 0.608 0.07 -0.36 -0.29
H 1.944 0.597 0.389 -0.43 0.79 -0.05
H 1.255 0.979 1.962 -0.32 0.05 -0.59
H -1.196 0.841 -1.005 0.17 -0.08 -0.31
H -1.213 -1.148 -2.517 0.03 -0.13 0.57
H -0.317 -2.063 -1.119 0.06 -0.39 -0.32
F 0.339 -1.270 0.994 0.47 0.48 -0.25
F -1.089 0.265 1.483 -0.54 0.42 0.26
```
Forces are in eV/Å.

Output
Gap between HOMO and LUMO in eV: 11.61
2S+1: 1
Structure (SMILES): C=CC(C)(F)F

=====

Here is a 2-piece molecular cluster, C4H6F2O overall in a non-equilibrium geometry from OMol25. Energies are from wB97M-V/def2-TZVPD.

```
13
Properties=species:S:1:pos:R:3:forces:R:3
C 0.706 2.507 -0.521 -0.51 -0.10 0.81
C 1.910 2.045 -0.207 -2.57 0.14 -0.75
C -1.024 -2.512 -0.140 -2.67 2.97 1.13
C -0.328 -1.431 0.542 1.61 0.24 0.83
O -0.996 -0.736 1.430 5.13 1.40 -1.36
F 0.412 3.615 -1.237 0.32 -0.58 0.10
F 3.022 2.463 -0.722 1.74 0.68 -0.32
H -0.151 1.971 -0.079 0.36 0.64 -0.41
H -0.628 -3.429 -0.249 2.35 -2.90 -0.17
H -0.937 -2.027 -1.114 -0.87 -0.19 -0.61
H -2.028 -2.703 0.284 -0.32 0.33 -0.65
H 1.884 1.167 0.382 0.63 -0.85 0.57
H -1.843 -0.929 1.631 -5.21 -1.77 0.84
```
Forces are in eV/Å.

Output
Gap between HOMO and LUMO in eV: 9.27
2S+1: 1

=====

Here is one molecule with the formula C4H6F2OS in a non-equilibrium geometry from OMol25. Energies are from wB97M-V/def2-TZVPD.

```
14
Properties=species:S:1:pos:R:3:forces:R:3
C 1.359 -0.463 -0.702 -1.31 -2.08 -0.94
C 0.460 -0.418 0.531 -1.76 -2.13 -1.00
C -0.976 0.001 0.124 3.06 -0.06 0.27
C -0.994 1.420 -0.164 -1.19 3.53 -0.65
H 2.588 -1.888 -0.259 0.15 0.28 0.03
H 0.816 -1.175 -1.427 1.06 0.67 0.79
H 1.276 0.531 -1.180 1.42 -1.18 0.34
H 0.393 -1.366 1.134 0.17 0.47 -0.96
H -1.740 1.764 -0.970 1.28 -0.87 0.86
H -1.298 2.065 0.715 0.54 -0.92 -0.57
O 2.652 -0.924 -0.306 -0.57 0.25 -0.71
F 0.931 0.502 1.329 1.49 2.26 2.88
F 0.322 1.818 -0.535 -2.02 1.42 -0.03
S -2.102 -1.041 -0.091 -2.31 -1.63 -0.31
```
Forces are in eV/Å.

Output
Gap between HOMO and LUMO in eV: 8.59
2S+1: 1
Structure (SMILES): OC[C@@H](F)C(=S)CF

=====

Here is one molecule with the formula C4H6F2S in a non-equilibrium geometry from OMol25. Energies are from wB97M-V/def2-TZVPD.

```
13
Properties=species:S:1:pos:R:3:forces:R:3
C 0.600 -1.344 -0.167 1.93 2.80 -2.33
C -0.074 -0.059 -0.299 -4.47 3.81 1.77
C 0.605 1.295 0.114 -0.53 0.90 -4.09
C -1.458 -0.194 0.390 1.92 7.60 -0.84
H -0.086 -2.073 -0.444 -0.90 -1.89 0.04
H 1.030 -1.325 0.830 0.41 -0.82 -0.03
H 1.191 1.159 0.933 1.98 -0.68 2.40
H 0.012 2.288 0.356 0.46 -2.42 -1.10
H -1.639 -1.100 0.718 -1.53 -4.36 1.48
H -1.643 0.714 1.122 -0.03 -2.21 -1.36
F 1.562 -1.260 -1.203 0.60 -1.25 0.79
F 1.555 1.617 -0.988 -1.58 -0.15 1.89
S -1.655 0.283 -1.364 1.74 -1.33 1.35
```
Forces are in eV/Å.

Output
Gap between HOMO and LUMO in eV: 9.91
2S+1: 1
Structure (SMILES): FCC1(CF)CS1

=====

Here is one molecule with the formula C4H6F3N in a non-equilibrium geometry from OMol25. Energies are from wB97M-V/def2-TZVPD.

```
14
Properties=species:S:1:pos:R:3:forces:R:3
C 0.534 0.099 0.679 -0.26 0.46 -0.42
C 0.353 0.749 -0.767 2.77 2.31 -0.72
C -0.906 0.010 -0.938 -2.42 3.12 3.02
C -0.984 -0.017 0.617 0.76 -1.86 -1.09
H 2.236 -0.709 0.600 -0.79 -1.47 0.75
H 1.048 -1.891 0.252 0.72 1.87 1.75
H 0.841 0.856 1.376 0.18 0.30 0.40
H 1.043 0.654 -1.624 0.22 -0.36 0.69
H 0.375 1.876 -0.553 -0.93 -1.57 -0.49
H -0.790 -0.911 -1.331 0.71 -3.26 -1.10
N 1.321 -1.104 0.967 0.43 -0.23 -3.08
F -2.025 0.530 -1.520 -0.17 0.68 -0.62
F -1.449 -1.189 1.101 -0.75 0.09 0.69
F -1.599 1.047 1.141 -0.47 -0.08 0.24
```
Forces are in eV/Å.

Output
Gap between HOMO and LUMO in eV: 11.07
2S+1: 1
Structure (SMILES): N[C@H]1C[C@H](F)C1(F)F

=====

Here is C4H6FLiO4 as an isolated structure in a non-equilibrium geometry from OMol25. Energies are from wB97M-V/def2-TZVPD.

```
16
Properties=species:S:1:pos:R:3:forces:R:3
C 1.373 1.662 0.671 -0.46 -0.17 -0.66
O 0.166 0.945 0.895 0.26 0.53 2.67
H 1.485 1.886 -0.401 -0.24 0.49 0.17
H 1.338 2.553 1.304 0.39 -0.06 -0.29
H 2.269 1.044 0.833 -0.24 0.11 0.63
C 0.539 -0.911 0.557 -2.08 -0.84 -4.16
O 0.388 -0.246 -0.765 -2.25 -0.09 -0.76
C -0.893 0.253 -0.684 3.83 -1.78 0.60
C -1.713 -0.533 0.330 0.38 0.83 0.23
O -0.705 -1.321 0.963 0.18 0.14 0.25
O 1.433 -1.757 0.428 0.53 1.43 2.22
F -0.752 -1.444 -2.231 -0.24 -0.90 -0.34
H -1.217 0.986 -1.426 0.16 -0.25 0.39
H -2.183 0.138 1.060 0.32 0.10 -0.14
H -2.528 -1.148 -0.065 0.62 -0.15 -0.41
Li 1.000 -2.107 -1.469 -1.16 0.59 -0.41
```
Forces are in eV/Å.

Output
Gap between HOMO and LUMO in eV: 9.00
2S+1: 1

=====

Here is C4H6FLiO4 as an isolated structure in a non-equilibrium geometry from OMol25. Energies are from wB97M-V/def2-TZVPD.

```
16
Properties=species:S:1:pos:R:3:forces:R:3
C 1.465 0.934 -0.743 0.05 0.01 -1.43
O 1.399 -0.251 -0.004 -3.01 -2.19 -0.16
H 2.220 1.623 -0.328 -0.53 -0.27 0.37
H 1.868 0.701 -1.742 -0.21 0.18 -0.10
H 0.495 1.439 -0.904 0.34 0.05 0.31
C -1.493 0.545 0.674 4.93 -2.37 -0.48
O -0.716 -0.476 1.049 1.16 -3.21 1.69
C -0.019 -1.135 0.000 0.95 4.12 -0.19
C -1.149 -0.923 -1.037 1.20 0.11 -0.45
O -1.860 0.242 -0.561 -1.75 1.99 -0.87
O -1.292 1.501 1.391 -2.88 1.67 -0.84
F 0.954 -0.773 2.766 -0.04 1.61 0.56
H 0.440 -2.123 -0.003 -0.59 0.15 1.22
H -0.764 -0.716 -2.040 -0.31 0.19 0.10
H -1.840 -1.772 -1.073 0.23 0.10 0.19
Li 0.291 1.185 2.555 0.45 -2.12 0.08
```
Forces are in eV/Å.

Output
Gap between HOMO and LUMO in eV: 8.29
2S+1: 1

=====

Here is one molecule with the formula C4H6FN in a non-equilibrium geometry from OMol25. Energies are from wB97M-V/def2-TZVPD.

```
12
Properties=species:S:1:pos:R:3:forces:R:3
C -0.933 0.309 0.128 -2.42 2.58 3.25
C 1.267 -0.751 0.105 0.94 0.52 1.25
C 1.534 0.697 -0.108 -3.47 1.42 3.20
C -2.037 -0.305 -0.256 -0.45 -1.27 -1.74
N 0.253 0.101 -0.500 1.54 -1.82 -0.82
F -3.315 -0.098 0.197 1.42 -0.07 0.04
H -1.055 1.092 1.011 0.53 -1.44 -1.74
H 1.769 -1.413 -0.560 0.07 -0.68 -0.37
H 1.270 -1.071 1.196 -0.54 0.40 -1.49
H 1.255 1.351 0.840 1.60 -1.03 -1.94
H 1.952 1.145 -0.957 1.31 0.50 -0.65
H -1.961 -1.055 -1.095 -0.51 0.88 1.00
```
Forces are in eV/Å.

Output
Gap between HOMO and LUMO in eV: 9.97
2S+1: 1
Structure (SMILES): F/C=C/N1CC1

=====

Here is one molecule with the formula C4H6FN in a non-equilibrium geometry from OMol25. Energies are from wB97M-V/def2-TZVPD.

```
12
Properties=species:S:1:pos:R:3:forces:R:3
C -0.162 -0.104 0.509 1.46 -0.97 0.22
C 1.351 -0.044 0.189 -0.56 0.39 -0.76
C -0.870 0.982 -0.088 0.24 0.23 -0.83
C -1.361 1.841 -0.752 -1.44 1.33 -1.05
H -0.136 -2.208 0.219 0.00 0.88 0.14
H -1.086 -1.319 -0.829 0.20 -0.16 0.35
H -0.321 0.025 1.559 0.36 -0.13 1.10
H 1.748 0.908 0.542 0.39 -0.19 0.17
H 1.518 -0.139 -0.907 -0.23 0.15 0.65
H -1.957 2.551 -1.339 0.82 -0.66 0.73
N -0.710 -1.366 0.117 -1.19 -1.17 -0.90
F 1.985 -1.128 0.780 -0.06 0.30 0.19
```
Forces are in eV/Å.

Output
Gap between HOMO and LUMO in eV: 10.45
2S+1: 1
Structure (SMILES): C#C[C@@H](N)CF

=====

Here is an isolated ion of composition C4H6FN2 and charge +1 in a non-equilibrium geometry from OMol25. Energies are from wB97M-V/def2-TZVPD.

```
13
Properties=species:S:1:pos:R:3:forces:R:3
C 1.339 1.039 -1.665 0.57 1.24 0.55
C 0.885 2.071 -0.864 1.64 2.73 0.08
C 0.088 0.220 -0.042 -1.76 0.84 0.29
C -0.672 -0.537 0.959 -1.08 -1.51 -0.32
N 0.805 -0.101 -1.133 -1.19 -0.19 1.72
N 0.079 1.579 0.137 2.08 -1.92 -3.00
F 1.266 3.424 -0.706 -1.02 -3.56 -1.04
H 2.140 0.844 -2.359 -0.14 1.04 -0.31
H -0.130 -1.446 1.193 0.12 -0.02 0.57
H -0.786 0.148 1.770 0.28 -0.07 1.02
H -1.731 -0.877 0.787 1.01 0.47 -0.79
H 0.962 -1.050 -1.517 -0.26 0.89 0.61
H -0.495 2.150 0.723 -0.25 0.05 0.63
```
Forces are in eV/Å.

Output
Gap between HOMO and LUMO in eV: 10.66
Charge: +1
2S+1: 1
Structure (SMILES): Cc1[nH]cc(F)[nH+]1

=====

Here is an isolated ion of composition C4H6FN2 and charge +1 in a non-equilibrium geometry from OMol25. Energies are from wB97M-V/def2-TZVPD.

```
13
Properties=species:S:1:pos:R:3:forces:R:3
C -0.980 -1.192 0.788 -0.34 -0.38 1.28
C -1.025 0.297 -1.078 -0.36 -1.55 0.34
C 1.069 1.299 -0.074 1.46 0.02 2.29
C 0.256 -1.449 1.133 2.33 0.54 -0.34
N -1.486 -0.595 -0.291 -0.12 2.33 -3.46
N 0.277 0.957 -0.993 -1.88 1.17 -1.06
F 1.231 -1.043 0.222 -0.45 -1.10 1.39
H -1.737 -1.592 1.401 -0.71 -0.41 1.02
H -1.547 0.603 -2.033 0.50 -0.37 1.37
H 1.876 1.953 -0.404 -0.10 0.00 0.38
H 1.025 1.007 0.996 -0.23 0.18 -1.12
H 0.624 -1.827 2.106 -0.15 -0.06 -1.08
H 0.414 1.582 -1.772 0.04 -0.37 -1.01
```
Forces are in eV/Å.

Output
Gap between HOMO and LUMO (spin up / spin down) in eV: 8.38 / 8.38
Charge: +1
2S+1: 1
Structure (SMILES): C=[NH+]/C=N\C=C/F

=====

Here is an isolated ion of composition C4H6FN2 and charge +1 in a non-equilibrium geometry from OMol25. Energies are from wB97M-V/def2-TZVPD.

```
13
Properties=species:S:1:pos:R:3:forces:R:3
C 0.758 -0.965 -0.369 0.61 -1.06 0.48
C 2.150 -1.027 -0.375 -0.55 -0.55 -0.81
C 1.203 1.113 0.242 4.93 -1.14 1.67
C -1.188 0.424 0.083 -1.99 2.20 -1.29
N 0.269 0.210 0.124 1.22 0.67 -0.44
N 2.642 0.097 0.107 -6.18 3.81 0.80
F 3.876 0.536 0.119 0.53 -0.12 -0.34
H 0.019 -1.699 -0.629 0.37 -0.40 -0.10
H 2.775 -1.804 -0.812 -0.19 0.09 0.33
H 1.312 2.092 0.791 -0.39 -1.35 -0.79
H -1.881 0.435 1.007 2.02 -0.39 -1.02
H -1.402 1.449 -0.470 0.58 -2.14 1.14
H -1.429 -0.376 -0.622 -0.96 0.38 0.36
```
Forces are in eV/Å.

Output
Gap between HOMO and LUMO in eV: 9.32
Charge: +1
2S+1: 1
Structure (SMILES): Cn1cc[n+](F)c1

=====

Here is C4H6FNO as an isolated structure in a non-equilibrium geometry from OMol25. Energies are from wB97M-V/def2-TZVPD.

```
13
Properties=species:S:1:pos:R:3:forces:R:3
C 0.934 0.552 -0.320 1.89 0.90 0.48
C -0.216 1.249 0.589 2.81 2.92 1.20
C 0.236 -0.705 0.259 2.08 1.83 4.92
C -0.489 -1.303 -0.750 -0.95 -0.64 -3.08
H 2.067 0.912 -0.414 -2.26 -1.17 1.90
H 0.000 2.211 1.269 -0.47 -1.88 -2.05
H -0.903 1.321 -0.158 -2.64 1.48 -1.91
H -1.295 -0.327 1.544 -2.84 -0.06 0.29
H 0.743 -1.550 0.678 1.29 -0.53 0.36
H 0.258 -1.479 -1.545 -0.72 -1.14 -0.59
N -0.447 0.087 1.356 4.08 -2.15 -1.07
O -1.667 -1.465 -0.791 -1.22 -0.60 -0.22
F 0.780 0.497 -1.715 -1.04 1.04 -0.22
```
Forces are in eV/Å.

Output
Gap between HOMO and LUMO in eV: 10.44
2S+1: 1

=====

Here is a 2-piece molecular cluster, C4H6FNO2 overall in a non-equilibrium geometry from OMol25. Energies are from wB97M-V/def2-TZVPD.

```
14
Properties=species:S:1:pos:R:3:forces:R:3
C -1.316 0.319 0.027 1.19 1.24 -0.51
C -0.160 0.010 -0.676 -1.60 1.11 2.18
C -2.518 -0.505 -0.105 0.46 -0.04 0.02
C 1.165 0.641 -0.438 -0.58 -1.99 1.52
N 1.786 -1.142 0.622 -3.11 4.80 1.71
O -3.588 -0.287 0.437 1.30 -0.64 -0.98
O 1.291 1.633 0.469 3.08 -0.30 -2.39
F 2.721 -1.770 -0.058 2.49 -0.80 -0.83
H -1.536 1.232 0.631 0.87 -0.63 -0.33
H -0.197 -0.866 -1.301 0.26 -0.15 -0.22
H -2.165 -1.348 -0.762 -1.54 -0.38 0.21
H 1.783 0.888 -1.274 0.66 -0.74 -0.43
H 2.189 -0.509 1.466 0.04 -1.78 -2.51
H 0.545 1.704 0.963 -3.52 0.28 2.54
```
Forces are in eV/Å.

Output
Gap between HOMO and LUMO (spin up / spin down) in eV: 8.12 / 8.13
2S+1: 1

=====

It is found that the relative energy (zero: lowest compared OMol25 entry of this formula, charge and spin) values, taken in the order of the records, are 0.00 12.37 21.67 0.00 460.89 170.44 203.97 80.74 396.72 248.21 254.43 172.79 0.00 254.85 450.63 335.53 613.33 kJ/mol.
It is found that the E values, taken in the order of the records, are -1320.232463 -1091.678968 -355.716429 -355.724684 -430.808312 -829.089801 -753.832731 -510.311148 -564.247369 -564.303935 -310.520662 -310.551754 -365.126141 -365.029075 -364.954503 -385.745728 -460.900214 hartree.